1.
Here is C16H46N3NbO7P as an isolated structure from OMol25. Energies are from ωB97M-V/def2-TZVPD.

Summary:
HOMO-LUMO gap in eV: 6.69
Lowest unoccupied orbital energy in eV: 2.0
Highest occupied orbital energy in hartree: -0.174

The geometry in ORCA input format:
```
! RIJCOSX wB97M-V def2-TZVPD def2/J DEFGRID3
* xyz -1 1
C -4.779 -2.394 -1.323
C -3.520 -3.300 -1.245
O -3.503 -4.334 -2.196
C -4.508 -5.301 -1.965
C -3.975 -6.657 -1.421
Nb -3.506 -6.674 0.821
P -2.861 -6.309 3.295
N -1.334 -6.697 3.520
O -2.985 -4.687 3.789
O -3.793 -7.246 4.360
H -5.422 -2.642 -0.469
H -4.564 -1.329 -1.246
H -5.363 -2.647 -2.211
H -2.640 -2.685 -1.453
H -3.408 -3.647 -0.217
H -4.972 -5.496 -2.947
H -5.312 -4.965 -1.309
H -4.804 -7.378 -1.533
H -3.126 -7.050 -1.989
H -4.678 -5.267 1.037
H -2.227 -5.390 0.472
H -2.286 -8.005 0.589
H -4.872 -7.798 1.258
H -0.934 -7.005 2.643
H -3.842 -4.559 4.192
H -4.704 -7.087 4.117
C 0.150 -2.454 0.324
O -0.361 -1.351 -0.411
C -0.075 -0.088 0.172
C 0.925 0.682 -0.676
N 2.252 0.081 -0.610
C 3.194 0.613 -1.592
C 2.869 0.417 -3.075
O 2.926 -0.928 -3.517
C 1.746 -1.687 -3.296
H -0.268 -3.364 -0.104
H 1.242 -2.509 0.254
H -0.150 -2.401 1.374
H 0.270 -0.188 1.204
H -1.015 0.472 0.186
H 0.984 1.714 -0.314
H 0.537 0.703 -1.702
H 2.170 -0.916 -0.754
H 4.157 0.133 -1.399
H 3.330 1.681 -1.397
H 3.642 0.942 -3.644
H 1.916 0.876 -3.362
H 0.843 -1.075 -3.360
H 1.782 -2.196 -2.331
H 1.694 -2.457 -4.066
C 2.503 7.124 3.681
O 1.562 7.227 2.628
C 1.897 8.207 1.651
C 2.283 7.551 0.335
N 3.568 6.869 0.439
C 3.887 6.011 -0.702
C 2.970 4.819 -0.986
O 3.018 3.799 -0.006
C 2.181 4.003 1.120
H 2.072 6.483 4.449
H 3.440 6.672 3.341
H 2.710 8.103 4.124
H 2.683 8.878 2.006
H 0.996 8.804 1.485
H 2.349 8.320 -0.440
H 1.476 6.861 0.062
H 3.574 6.301 1.274
H 4.892 5.618 -0.529
H 3.944 6.634 -1.600
H 3.329 4.353 -1.909
H 1.935 5.119 -1.181
H 1.265 4.540 0.861
H 2.715 4.531 1.913
H 1.907 3.022 1.512
*
```

2.
Here is C6H15O9Zn as an isolated structure from OMol25. Energies are from ωB97M-V/def2-TZVPD.

Summary:
HOMO-LUMO gap in eV: 7.29
Lowest unoccupied orbital energy in eV: 2.1
Highest occupied orbital energy in hartree: -0.189

The geometry in ORCA input format:
```
! RIJCOSX wB97M-V def2-TZVPD def2/J DEFGRID3
* xyz -1 1
Zn -0.325 0.519 -0.098
C -1.401 4.122 1.386
C -1.966 2.737 1.687
O -1.649 1.795 0.895
O -2.765 2.641 2.635
H -1.445 4.713 2.298
H -2.003 4.596 0.607
H -0.402 4.044 0.946
C 2.618 -2.418 -1.273
C 1.828 -1.248 -1.843
O 1.238 -0.469 -1.038
O 1.780 -1.137 -3.082
H 2.051 -3.338 -1.401
H 2.844 -2.272 -0.216
H 3.571 -2.523 -1.792
C -0.068 -3.373 0.785
C -1.199 -2.389 1.072
O -2.311 -2.862 1.375
O -0.963 -1.141 0.983
H 0.856 -2.906 1.132
H -0.039 -3.597 -0.281
H -0.188 -4.313 1.320
O -1.632 0.009 -1.748
H -1.308 0.204 -2.636
H -2.152 -0.800 -1.833
O 0.188 2.069 -1.339
H -0.168 2.561 -2.085
H 1.149 2.066 -1.463
O 1.071 0.914 1.350
H 1.277 1.655 1.930
H 1.511 0.141 1.729
*
```

3.
Here is a 2-piece molecular cluster, C4H10N3 overall from OMol25. Energies are from ωB97M-V/def2-TZVPD.

Summary:
HOMO-LUMO gap (alpha / beta) in eV: 5.64 / 11.06
ΔE to the lowest compared entry with this formula, charge and spin in eV: 6.984
Lowest unoccupied orbital energy (alpha / beta) in eV: -6.9 / -3.9
Highest occupied orbital energy (alpha / beta) in hartree: -0.461 / -0.552

The geometry in ORCA input format:
```
! RIJCOSX wB97M-V def2-TZVPD def2/J DEFGRID3
* xyz 1 1
C 0.025 0.890 0.433
C 2.125 0.858 -0.319
C -1.363 1.412 0.655
C -1.581 -1.534 -0.776
N 0.954 1.527 -0.255
N 0.355 -0.299 0.790
N 1.692 -0.570 0.521
H 2.353 0.554 -1.252
H 2.918 1.146 0.312
H -1.851 0.638 1.295
H -2.086 1.377 -0.110
H -1.336 2.538 1.043
H -2.578 -1.000 -0.729
H -1.128 -1.908 -1.692
H -0.986 -1.891 0.036
H 1.912 -1.314 -0.099
H 2.149 -0.601 1.371
*
```

4.
Here is a 2-piece molecular cluster, C23H26F5N4O overall from OMol25. Energies are from ωB97M-V/def2-TZVPD.

Summary:
HOMO-LUMO gap in eV: 5.45
Lowest unoccupied orbital energy in eV: -5.1
Highest occupied orbital energy in hartree: -0.388

The geometry in ORCA input format:
```
! RIJCOSX wB97M-V def2-TZVPD def2/J DEFGRID3
* xyz 1 1
C 1.525 -4.214 0.186
N 1.350 -2.783 0.085
C 2.387 -1.923 0.314
O 3.514 -2.236 0.682
C 1.861 -0.501 0.066
C 2.505 0.131 -1.160
C 3.987 0.285 -1.006
C 4.884 -0.664 -1.502
F 4.403 -1.731 -2.187
C 6.257 -0.561 -1.308
F 7.090 -1.520 -1.761
C 6.770 0.558 -0.646
F 8.098 0.693 -0.479
C 5.903 1.551 -0.188
F 6.396 2.653 0.414
C 4.532 1.396 -0.364
F 3.694 2.364 0.103
N 0.420 -0.727 -0.067
C -0.445 0.298 -0.208
C -1.817 0.138 -0.369
C -2.761 1.148 -0.536
C -4.172 0.900 -0.705
C -5.086 1.978 -0.861
C -6.452 1.755 -1.005
C -6.962 0.446 -1.007
C -6.082 -0.636 -0.868
C -4.713 -0.420 -0.724
C 0.043 -2.153 -0.082
C -0.546 -2.584 -1.433
C -0.850 -2.502 1.117
H 2.590 -4.427 0.310
H 0.975 -4.623 1.044
H 1.158 -4.706 -0.722
H 2.081 0.118 0.958
H 2.307 -0.519 -2.024
H 2.046 1.114 -1.318
H 0.004 1.295 -0.174
H -2.185 -0.885 -0.377
H -2.413 2.184 -0.608
H -4.684 2.993 -0.861
H -7.133 2.601 -1.115
H -8.032 0.267 -1.118
H -6.461 -1.660 -0.869
H -4.054 -1.284 -0.622
H 0.196 -2.393 -2.222
H -0.781 -3.655 -1.404
H -1.453 -2.029 -1.680
H -0.308 -2.243 2.038
H -1.786 -1.942 1.108
H -1.073 -3.575 1.106
C 0.128 4.063 3.018
N -0.798 2.950 2.871
N -1.920 3.361 2.085
H 0.928 3.721 3.677
H 0.541 4.303 2.033
H -0.334 4.964 3.446
H -1.172 2.656 3.770
H -1.567 3.654 1.175
H -2.538 2.558 1.971
*
```

5.
Here is a 2-piece molecular cluster, C2H7Cl2NSi overall from OMol25. Energies are from ωB97M-V/def2-TZVPD.

Summary:
Structure (SMILES): C/N=[Si](/C)Cl.Cl
HOMO-LUMO gap in eV: 9.50
ΔE to the lowest compared entry with this formula, charge and spin in eV: 3.332
Lowest unoccupied orbital energy in eV: 0.0
Highest occupied orbital energy in hartree: -0.349

The geometry in ORCA input format:
```
! RIJCOSX wB97M-V def2-TZVPD def2/J DEFGRID3
* xyz 0 1
C 0.767 1.675 1.121
C -0.604 -1.665 -1.351
N 0.284 0.605 0.336
Si 0.729 -0.445 -0.793
Cl 2.392 -0.553 -2.005
Cl -2.262 0.118 1.948
H 0.311 2.603 1.011
H 0.606 1.324 2.055
H 1.731 1.856 0.935
H -1.491 -1.253 -1.127
H -0.543 -1.933 -2.386
H -0.429 -2.644 -0.765
H -1.493 0.312 1.019
*
```

6.
Here is a 2-piece molecular cluster, C2H6S2 overall from OMol25. Energies are from ωB97M-V/def2-TZVPD.

Summary:
HOMO-LUMO gap (alpha / beta) in eV: 7.08 / 3.97
ΔE to the lowest compared entry with this formula, charge and spin in eV: 0.854
Lowest unoccupied orbital energy (alpha / beta) in eV: 3.7 / 1.7
Highest occupied orbital energy (alpha / beta) in hartree: -0.123 / -0.082
⟨S²⟩: 0.76

The geometry in ORCA input format:
```
! RIJCOSX wB97M-V def2-TZVPD def2/J DEFGRID3
* xyz -1 2
C -1.659 -0.725 -0.671
S -2.014 0.929 -0.258
S 1.729 -0.913 0.328
C 1.652 0.760 0.640
H -1.450 -1.364 0.186
H -2.550 -1.247 -1.210
H -0.876 -0.878 -1.397
H 0.760 1.321 0.361
H 1.890 0.715 1.805
H 2.518 1.403 0.217
*
```

7.
Here is C32H29FeI2N11O4S4 as an isolated structure from OMol25. Energies are from ωB97M-V/def2-TZVPD.

Summary:
HOMO-LUMO gap in eV: 6.47
ΔE to the lowest compared entry with this formula, charge and spin in eV: 0.000
Lowest unoccupied orbital energy in eV: 3.2
Highest occupied orbital energy in hartree: -0.122

The geometry in ORCA input format:
```
! RIJCOSX wB97M-V def2-TZVPD def2/J DEFGRID3
* xyz -2 1
Fe 1.073 -0.496 0.193
I 1.845 -3.016 -4.248
C 0.593 -3.445 -2.634
C -0.155 -4.627 -2.606
C -0.966 -4.919 -1.542
I -2.037 -6.721 -1.576
C -1.069 -4.030 -0.440
C -1.832 -4.243 0.729
C -1.813 -3.311 1.725
C -1.049 -2.140 1.578
N -0.347 -1.902 0.494
C -0.330 -2.834 -0.498
C 0.551 -2.508 -1.602
O 1.214 -1.416 -1.576
H -0.083 -5.317 -3.436
H -2.415 -5.149 0.831
H -2.375 -3.460 2.637
H -1.010 -1.382 2.345
S 0.988 0.281 2.420
C 2.143 -0.950 2.801
S 2.491 -1.956 1.462
C 2.699 -1.094 4.068
C 2.359 -0.211 5.130
N 2.086 0.494 6.003
C 3.644 -2.118 4.356
N 4.419 -2.933 4.616
C -4.304 0.706 -2.874
C -2.842 0.931 -3.262
C -1.939 1.176 -2.096
N -1.008 0.378 -1.719
N -0.308 0.825 -0.617
C -0.766 1.961 -0.168
N -0.234 2.672 0.866
S -2.062 2.609 -1.108
H -4.910 0.560 -3.767
H -4.727 1.555 -2.335
H -4.402 -0.183 -2.251
H -2.771 1.780 -3.947
H -2.439 0.059 -3.780
H 0.386 2.137 1.468
H -0.884 3.251 1.373
O -8.022 2.690 -2.098
S -8.890 3.435 -1.208
O -10.245 2.925 -1.111
O -8.784 4.880 -1.319
C -8.207 3.133 0.458
N -8.920 3.585 1.494
C -8.404 3.377 2.695
C -7.192 2.737 2.899
C -6.526 2.316 1.759
N -7.038 2.510 0.545
C -5.207 1.631 1.794
C -4.267 1.863 2.793
C -3.018 1.266 2.689
N -2.671 0.480 1.673
C -3.597 0.214 0.756
C -4.867 0.764 0.765
H -8.988 3.735 3.538
H -6.801 2.564 3.892
H -4.484 2.530 3.618
H -2.245 1.453 3.429
H -3.284 -0.454 -0.042
H -5.579 0.573 -0.026
C 3.946 -0.233 -0.820
C 5.105 0.527 -1.508
N 4.817 1.959 -1.591
C 4.523 2.447 -0.243
C 3.273 1.746 0.348
N 2.803 0.678 -0.560
C 2.433 1.314 -1.850
C 3.623 2.123 -2.420
H 4.259 -0.648 0.134
H 3.570 -1.052 -1.432
H 5.275 0.158 -2.522
H 6.035 0.397 -0.949
H 4.373 3.528 -0.295
H 5.402 2.266 0.378
H 2.457 2.454 0.477
H 3.478 1.298 1.319
H 1.586 1.970 -1.664
H 2.103 0.523 -2.520
H 3.386 3.189 -2.467
H 3.867 1.795 -3.433
*
```

| no. | M (g/mol) | maximum force (hartree/bohr) | E_tot (Ha) |
| --- | --- | --- | --- |
| 1 | 516.44 | 0.0647 | -1726.19413 |
| 2 | 296.57 | 0.0419 | -2694.28208 |
| 3 | 100.14 | 0.0820 | -322.20391 |
| 4 | 469.48 | 0.0512 | -1685.31949 |
| 5 | 144.08 | 0.0975 | -1345.03853 |
| 6 | 94.20 | 0.0845 | -876.12494 |
| 7 | 1069.58 | 0.0076 | -5592.15552 |